Record 1
143
Properties=species:S:1:pos:R:3:forces:R:3 method="wB97M-V/def2-TZVPD" total_charge=+1 lumo_ev=-2.6410 homo_lumo_gap_ev=9.4 fmax_ev_per_a=2.560 spin_multiplicity=1
C -7.008077 -1.600808 8.438346 0.0 -0.6 0.3
C -6.067373 -2.704587 8.947038 1.0 0.9 -0.7
C -4.675297 -2.535927 8.294024 -0.2 -0.2 -0.7
C -4.570607 -3.238606 6.916271 0.2 -0.1 -0.1
C -3.105695 -3.573851 6.558276 -0.5 0.4 0.5
C -2.386930 -2.283005 6.090936 0.4 -1.3 -0.2
C -2.534344 -2.063110 4.561382 -0.6 -0.1 0.8
C -3.235099 -0.766044 4.116885 0.9 -0.5 -1.9
C -3.321509 -0.791954 2.541377 -1.0 0.7 1.2
C -4.497538 0.166296 2.169342 1.3 -0.3 0.5
C -4.711442 0.330809 0.653208 -0.4 -0.5 -0.2
C -6.129485 -0.075181 0.189564 -0.6 0.6 -0.2
O -6.788424 0.654840 -0.527416 0.6 -0.6 0.7
C -6.669775 -1.391543 0.708476 1.0 0.9 -0.4
C -7.984709 -1.546687 1.073688 -0.7 0.5 -0.1
C -8.410951 -2.754394 1.573207 -0.7 -0.2 0.3
C -7.529973 -3.796810 1.720094 0.2 -1.0 0.2
C -6.213483 -3.656366 1.338779 0.6 -0.1 0.0
C -5.787641 -2.449427 0.838431 0.4 0.1 -0.1
C -4.222752 1.507627 2.914302 -1.2 0.0 -2.0
N -2.850564 1.605957 3.457237 -0.2 0.2 0.7
C -2.513505 0.545829 4.481456 1.0 0.1 1.9
C -2.730642 1.071582 5.921428 -1.0 0.6 -0.5
C -4.127385 0.912439 6.509094 0.2 0.4 1.3
O -4.980649 1.990224 6.093031 -0.4 -0.6 -0.7
C -6.311363 1.697946 6.377080 -1.7 0.6 1.8
C -7.139610 0.941731 5.354636 0.4 -0.4 -0.2
O -6.823063 2.075855 7.411291 1.3 -0.4 -1.5
P -0.621626 0.313421 4.250031 1.1 -1.0 -1.1
N -0.071394 1.954972 4.163563 -1.3 -0.6 1.1
O 0.039340 -0.387577 5.591483 -0.9 1.2 0.1
H -7.152705 -1.663623 7.354287 -0.1 -0.1 0.1
H -6.582685 -0.619155 8.662681 -0.2 0.0 0.1
H -7.971598 -1.713738 8.940197 -0.1 0.3 -0.2
H -5.922926 -2.603903 10.024362 -0.4 -0.2 0.0
H -6.420439 -3.700996 8.674395 -0.2 0.1 0.4
H -3.877236 -2.910028 8.942511 -0.1 -0.1 0.0
H -4.476868 -1.470530 8.121933 0.0 0.0 0.4
H -4.949544 -2.589582 6.109702 -0.2 -0.1 0.2
H -5.223644 -4.116988 6.925809 0.2 -0.1 -0.1
H -2.642147 -3.944135 7.478742 0.1 0.0 -0.2
H -3.019399 -4.377362 5.821360 0.0 0.2 -0.1
H -1.328163 -2.439475 6.303580 0.0 0.5 0.1
H -2.784639 -1.474833 6.704531 0.3 0.2 -0.1
H -3.176017 -2.878398 4.204694 0.0 0.2 -0.1
H -1.577887 -2.226941 4.056610 0.0 0.3 0.0
H -4.278268 -0.819170 4.443109 0.2 0.4 0.4
H -2.373841 -0.452577 2.118789 0.0 -0.3 -0.2
H -3.537769 -1.818851 2.257558 0.1 0.1 -0.3
H -5.360600 -0.278675 2.672397 -0.2 0.1 -0.4
H -4.522674 1.344678 0.294257 -0.1 0.0 0.1
H -4.008666 -0.317278 0.115026 0.0 0.1 0.1
H -8.690943 -0.729309 0.978635 0.1 0.0 -0.1
H -9.444084 -2.898260 1.866078 0.0 0.1 0.0
H -7.836572 -4.750430 2.134319 -0.2 0.1 0.0
H -5.487099 -4.453323 1.449142 -0.2 -0.1 0.0
H -4.752647 -2.317929 0.551036 0.0 -0.1 -0.1
H -4.317061 2.309716 2.174944 0.1 0.1 0.2
H -5.004896 1.687879 3.648593 0.7 0.1 0.5
H -2.758300 2.535107 3.874467 0.1 -0.1 0.1
H -2.131845 1.578400 2.721369 -0.3 0.0 -0.2
H -2.033080 0.649653 6.646413 0.0 -0.3 -0.3
H -2.528710 2.154930 5.926699 0.0 -0.1 0.1
H -4.029193 1.013722 7.599289 0.0 -0.1 -0.1
H -4.593887 -0.064666 6.347063 0.1 0.1 -0.3
H -7.534735 1.612553 4.586047 0.3 0.1 0.0
H -6.583205 0.128213 4.871117 0.1 0.3 0.0
H -8.001806 0.484103 5.835920 0.1 0.2 0.2
H 0.940447 1.931210 4.239054 0.0 0.4 -0.2
H -0.473662 2.546169 4.890889 0.5 0.3 0.0
H 0.049764 0.221949 6.348779 0.1 -0.3 0.2
C 1.622115 1.482844 -0.554580 0.3 0.6 -0.1
C 0.523017 0.789647 0.277766 0.0 -0.1 -0.9
C 0.934832 -0.421783 1.122387 0.0 -0.3 0.3
F 1.386571 -1.430139 0.366653 0.0 0.1 -0.2
F -0.153562 -0.886068 1.795704 0.1 -0.1 -0.8
F -0.512758 0.466720 -0.526515 0.0 -0.1 0.1
F 0.047839 1.730035 1.154535 0.1 0.0 0.3
O 1.703224 1.167653 -1.937407 -0.4 -0.7 0.2
C 2.440462 0.070607 -2.367063 0.4 0.8 0.5
C 1.567293 -0.973084 -3.068336 -0.3 -0.2 -0.3
F 0.611719 -1.439473 -2.237077 0.1 0.1 0.2
F 2.329042 -2.019619 -3.448136 0.2 0.1 0.0
F 3.151738 -0.447242 -1.350797 -0.1 -0.3 -0.1
F 3.333443 0.531702 -3.262242 -0.1 -0.1 -0.2
H 1.358498 2.540620 -0.546993 -0.1 -0.1 0.0
H 2.596908 1.428151 -0.069428 0.0 -0.3 0.1
H 1.703325 -0.159868 1.855847 0.0 0.1 0.0
H 1.083542 -0.540963 -3.947195 0.1 0.1 0.0
C 5.141003 1.046951 -6.899257 -0.1 0.6 0.3
C 4.276925 -0.014786 -7.607538 0.5 0.4 -0.5
C 4.401627 -1.462992 -7.124999 -0.3 -0.4 0.1
F 5.641105 -1.952209 -7.303503 0.1 0.2 0.0
F 3.559119 -2.249510 -7.839017 -0.1 0.2 0.0
F 4.488087 0.055149 -8.938964 0.0 -0.2 0.0
F 2.976811 0.350301 -7.401066 0.0 -0.2 0.3
O 6.349553 1.454862 -7.542967 0.0 -0.8 -0.3
C 7.513044 0.743974 -7.340656 -0.8 0.7 0.6
C 8.054153 0.131156 -8.633913 0.2 -0.1 -0.4
F 7.167589 -0.723117 -9.173578 -0.1 0.0 0.1
F 9.185938 -0.564537 -8.366593 0.0 0.1 0.2
F 7.345860 -0.172031 -6.366233 0.2 -0.2 -0.6
F 8.428105 1.629275 -6.878378 0.2 -0.1 -0.2
H 4.532733 1.950194 -6.891152 0.2 -0.3 -0.3
H 5.306866 0.808693 -5.848041 0.1 -0.3 -0.1
H 4.134473 -1.547813 -6.067215 0.0 0.1 0.0
H 8.274897 0.911218 -9.365167 0.0 0.1 0.1
C 9.338804 -3.211530 -3.673877 0.3 -0.5 -0.3
C 8.079071 -2.324748 -3.745769 0.0 -0.5 0.6
C 8.289808 -0.813069 -3.857528 -0.1 0.4 -0.1
F 8.924405 -0.305784 -2.783339 0.1 -0.2 0.2
F 7.081478 -0.194229 -3.916049 -0.1 -0.2 0.2
F 7.273415 -2.612484 -2.697040 0.0 0.2 0.0
F 7.404480 -2.702777 -4.866801 0.1 0.2 -0.2
O 9.755913 -3.675141 -2.391669 -0.3 0.7 0.3
C 10.582921 -2.905751 -1.593395 0.1 -0.4 -1.0
C 9.905499 -2.522440 -0.275025 -0.2 0.0 0.4
F 8.787918 -1.801140 -0.493573 0.0 0.0 -0.2
F 10.742687 -1.763344 0.466926 0.1 -0.1 -0.1
F 11.044258 -1.834185 -2.260563 -0.1 0.2 0.2
F 11.658124 -3.668015 -1.299575 0.0 0.0 0.3
H 9.070874 -4.126183 -4.201683 -0.1 0.0 0.1
H 10.168921 -2.788588 -4.239243 0.0 0.3 0.1
H 8.854691 -0.559594 -4.754127 0.0 -0.1 0.0
H 9.635666 -3.416715 0.290321 0.1 -0.1 -0.1
C 0.131551 4.750206 -6.277162 -0.6 0.1 0.3
C 1.368896 3.836316 -6.394494 -0.4 0.1 -0.7
C 2.690052 4.361431 -5.827037 0.3 0.0 0.3
F 3.111246 5.470314 -6.451725 -0.2 0.1 -0.1
F 3.655827 3.418336 -6.000650 -0.3 0.2 0.2
F 1.526292 3.464969 -7.679427 0.2 0.1 0.0
F 1.076897 2.699373 -5.692992 0.1 0.1 0.3
O -0.249595 5.503235 -7.421794 0.8 0.0 -0.2
C 0.308570 6.747178 -7.669368 -0.6 -0.3 0.7
C 1.092902 6.771139 -8.983869 0.1 0.0 -0.5
F 2.105011 5.882887 -8.957032 0.0 -0.1 0.2
F 1.626678 7.997399 -9.171858 -0.1 0.1 0.1
F 1.048666 7.161719 -6.624422 0.2 0.0 -0.1
F -0.718170 7.615399 -7.779689 0.1 0.1 -0.2
H -0.707051 4.070888 -6.126231 0.1 -0.1 -0.1
H 0.163423 5.368880 -5.379986 0.3 0.1 -0.1
H 2.605734 4.570288 -4.757173 -0.1 -0.1 0.0
H 0.439795 6.529458 -9.824886 -0.1 0.0 0.1

***

Record 2
115
Properties=species:S:1:pos:R:3:forces:R:3 method="wB97M-V/def2-TZVPD" total_charge=+1 lumo_ev="-2.5963 / -4.5509" s2=6.07 homo_lumo_gap_ev="6.2 / 4.7" fmax_ev_per_a=0.519 spin_multiplicity=5
Pd 0.040483 0.268456 -0.547215 0.1 -0.4 0.0
N -0.663530 -1.836453 1.733479 -0.1 0.1 0.1
N -1.588175 -2.814199 1.413977 -0.1 -0.1 0.0
C -2.187538 -2.848181 0.201879 0.1 -0.1 0.2
N -3.029504 -3.885363 0.023168 -0.1 0.0 0.0
S -1.969613 -1.708981 -0.993515 -0.1 0.2 -0.3
H 0.197948 -2.249515 2.055743 0.0 0.1 0.1
H -1.026055 -1.142135 2.378129 0.1 0.0 0.0
H -1.843544 -3.502092 2.108734 0.0 0.0 0.0
H -3.172193 -4.597926 0.717622 0.0 0.0 0.0
H -3.514662 -3.948292 -0.853081 0.0 0.0 0.0
Se -2.302317 3.873248 4.924668 0.0 0.1 -0.2
P -2.349812 4.675030 2.857540 -0.2 -0.2 0.5
C -1.192821 6.019413 2.633186 0.1 -0.1 -0.2
C -1.245437 7.139682 3.461064 -0.1 0.0 0.1
C -0.338565 8.167714 3.281163 0.0 0.0 0.0
C 0.630653 8.073190 2.288546 0.0 0.1 0.0
C 0.697689 6.951073 1.481111 0.0 -0.1 0.0
C -0.212487 5.918718 1.649623 0.0 0.0 0.0
C -4.027874 5.154290 2.446278 0.0 0.0 0.0
C -4.405401 6.483472 2.283371 0.0 0.1 0.1
C -5.715582 6.784940 1.943265 0.1 0.0 0.0
C -6.636824 5.765207 1.754556 0.0 0.0 0.0
C -6.258907 4.439121 1.914519 0.0 0.0 0.0
C -4.957454 4.130169 2.266805 0.0 -0.1 0.0
C -1.839199 3.201810 2.036402 0.0 0.0 -0.1
C -1.699799 2.637880 0.771601 0.0 0.0 -0.2
N -1.091494 1.457937 0.969509 0.0 -0.1 0.0
N -0.883888 1.281101 2.264329 0.1 -0.1 0.2
N -1.322949 2.316833 2.918723 0.0 0.1 0.1
P -2.299334 3.008259 -0.894468 -0.1 0.0 0.1
Se -1.339993 1.807377 -2.345226 0.1 0.0 0.0
C -4.069188 2.658706 -0.798926 0.0 -0.1 0.1
C -5.018321 3.402079 -1.491415 0.0 0.0 -0.1
C -6.350226 3.015492 -1.466898 0.0 0.0 0.0
C -6.732720 1.885453 -0.761409 0.0 0.0 0.0
C -5.782477 1.127023 -0.089161 0.0 0.0 0.0
C -4.451814 1.504904 -0.112442 0.0 0.0 0.0
C -2.081050 4.788209 -1.112674 0.0 0.1 0.0
C -2.966109 5.700533 -0.539687 -0.1 -0.1 0.0
C -2.732043 7.061214 -0.648942 0.1 0.0 -0.1
C -1.614090 7.517631 -1.332885 0.0 0.0 0.0
C -0.736054 6.613955 -1.912652 0.0 0.0 0.0
C -0.967570 5.251305 -1.808905 0.0 -0.1 0.0
H -1.973993 7.205487 4.260886 0.0 0.0 0.0
H -0.376519 9.035448 3.923813 0.0 0.0 0.0
H 1.343100 8.876272 2.157288 0.0 0.0 0.0
H 1.460165 6.870135 0.718514 0.0 0.0 0.0
H -0.150964 5.036971 1.024621 0.0 0.0 0.0
H -3.682513 7.281757 2.391674 0.0 0.0 0.0
H -6.013002 7.816577 1.817163 0.0 0.0 0.0
H -7.654905 6.005370 1.479547 0.0 0.0 0.0
H -6.974043 3.643788 1.757994 0.0 0.0 0.0
H -4.662078 3.094522 2.387603 0.0 0.0 0.0
H -4.725531 4.273344 -2.063091 0.0 0.0 0.0
H -7.085848 3.593418 -2.009057 0.0 0.0 0.0
H -7.770978 1.582199 -0.750169 0.0 0.0 0.0
H -6.076403 0.229504 0.437223 0.0 0.0 0.0
H -3.705270 0.887895 0.375670 0.0 0.0 0.0
H -3.851337 5.352975 -0.022127 0.1 0.0 -0.1
H -3.426815 7.763274 -0.208250 0.0 0.0 0.0
H -1.432847 8.580183 -1.423362 0.0 0.0 0.0
H 0.126494 6.970267 -2.459470 0.0 0.0 0.0
H -0.296292 4.537601 -2.271619 0.0 0.0 0.0
C 2.197599 -2.995133 0.688150 -0.1 -0.1 -0.1
C 3.286774 -2.334833 1.529139 0.1 -0.1 0.0
C 2.805321 -2.031844 2.950462 -0.1 0.0 0.0
C 3.912531 -1.095197 0.933766 0.2 0.0 -0.1
C 5.283159 -1.051545 0.768907 -0.1 0.0 0.0
C 5.932554 0.114256 0.383917 0.1 0.0 0.0
C 5.210867 1.289968 0.215964 -0.1 0.1 0.0
C 3.837615 1.330152 0.354900 0.2 0.0 0.0
C 3.130300 2.660285 0.245785 0.0 0.1 0.1
C 2.295429 2.785171 -1.024887 0.0 -0.2 0.0
C 2.288760 2.967371 1.486939 -0.1 0.1 0.0
C 3.153379 0.092771 0.634835 -0.4 -0.1 0.1
N 1.831796 0.032686 0.600913 0.1 0.3 -0.2
H 1.799466 -3.857658 1.228534 0.0 -0.1 0.0
H 2.590438 -3.359568 -0.260962 0.0 0.0 0.0
H 1.365111 -2.326672 0.475944 0.1 0.0 -0.1
H 4.105728 -3.056904 1.608423 0.0 0.0 0.0
H 2.021531 -1.273627 2.940191 -0.1 0.0 0.0
H 3.613152 -1.646015 3.571690 0.0 0.0 0.0
H 2.417475 -2.936447 3.421764 0.0 0.0 0.0
H 5.862102 -1.943456 0.972528 0.0 0.0 0.0
H 7.007236 0.119518 0.266597 0.0 0.0 0.0
H 5.736063 2.207903 -0.019277 0.0 0.0 0.0
H 3.929045 3.408046 0.205588 0.0 0.0 0.0
H 1.565849 1.968516 -1.059231 0.0 0.3 -0.1
H 2.912765 2.728419 -1.923074 0.0 0.0 0.0
H 1.758599 3.736069 -1.034389 0.0 0.0 0.0
H 1.426713 2.303861 1.562456 0.0 0.0 0.0
H 1.924835 3.998211 1.436699 0.0 -0.1 0.0
H 2.875258 2.868111 2.400281 0.0 0.0 0.0
C 3.128364 -2.419590 -5.453494 0.0 0.0 0.0
Ge 4.142808 -1.372707 -4.152393 0.1 0.0 0.0
C 5.121566 -2.588210 -2.976780 -0.1 0.0 0.0
C 5.376733 -0.162150 -5.064766 0.0 0.0 0.0
C 2.973043 -0.261360 -3.008739 -0.1 0.1 0.0
Se 1.282167 -1.091620 -2.514404 -0.1 0.0 0.2
C 0.316581 -0.626360 -4.129459 0.0 0.0 0.0
H 3.762348 -3.212052 -5.849223 0.0 0.0 0.0
H 2.793057 -1.809360 -6.291273 0.0 0.0 0.0
H 2.260544 -2.887511 -4.987781 0.0 0.0 0.0
H 5.850193 -3.163548 -3.546922 0.0 0.0 0.0
H 4.440197 -3.288897 -2.495078 0.0 0.0 0.0
H 5.647875 -2.033520 -2.202794 0.0 0.1 0.1
H 6.065687 -0.723404 -5.694626 0.0 0.0 0.0
H 5.963523 0.409484 -4.346297 0.0 0.0 0.0
H 4.831553 0.537603 -5.697288 0.0 0.0 0.0
H 2.751579 0.708736 -3.456091 0.0 0.0 0.0
H 3.497433 -0.067324 -2.073385 0.0 0.0 0.1
H 0.782507 -1.116391 -4.980419 0.0 0.0 0.0
H 0.319202 0.454427 -4.262380 0.0 0.0 0.0
H -0.702748 -0.989371 -4.010332 0.0 0.0 0.0